Formula: C21H43ClN2O17P
Source: OMol25
Level of theory: the ωB97M-V functional and the def2-TZVPD basis

The calculation puts the orbital gap at 8.43 eV. The calculation puts the LUMO energy at -0.1350 hartree. The net charge is +1. As for the molar mass: 662.00 Da.

Each line ends with the Löwdin charge.
Positions of all 85 atoms, in Å:
C -1.20102 2.31591 6.89584  -0.113
O -2.03671 3.44933 7.09511  -0.204
C -3.34005 3.10444 7.54191  -0.225
C -4.46426 3.76824 6.65761  -0.155
C -3.93354 4.22155 5.24830  -0.176
C -3.73363 2.92332 4.40941  -0.120
C -2.92179 3.14866 3.07619  -0.243
C -3.96098 3.09345 1.89384  -0.043
N -3.44619 2.47497 0.62780  0.040
C -2.58157 1.29730 0.91820  -0.358
P -2.02438 0.31144 -0.58769  0.665
O -1.89143 -1.26470 0.00620  -0.303
Cl -3.60623 0.20765 -1.97214  0.275
C -1.38210 1.87996 1.79105  -0.372
O -0.26059 1.03047 1.81856  -0.095
N 0.84514 1.67426 2.41555  0.042
O 1.50526 2.13971 1.57664  0.141
O -1.91261 2.12447 3.06583  -0.037
H -0.52395 2.57097 6.04834  0.092
H -0.56969 2.08205 7.78126  0.097
H -1.74742 1.39417 6.60483  0.084
H -3.51413 2.00583 7.59804  0.119
H -3.48312 3.47611 8.58215  0.125
H -5.28943 3.02895 6.54326  0.114
H -4.89049 4.62507 7.21102  0.109
H -4.77316 4.79709 4.79191  0.115
H -3.03861 4.85902 5.32992  0.118
H -4.68387 2.37646 4.22473  0.124
H -3.12420 2.22867 5.03167  0.109
H -2.41322 4.13285 3.05037  0.163
H -4.92351 2.60698 2.13553  0.143
H -4.21684 4.14911 1.64466  0.156
H -2.89237 3.15040 0.08408  0.187
H -4.20835 2.18436 0.00170  0.150
H -3.16277 0.65167 1.62390  0.157
H -2.53616 -1.37690 0.71897  0.056
H -1.05781 2.81634 1.26055  0.170
C -1.78116 -0.68959 -4.61003  -0.078
O -1.92572 -1.20555 -5.92813  0.013
C -2.40233 -2.45129 -5.96663  -0.625
O -2.71500 -3.11513 -5.01491  0.118
O -2.46838 -2.82717 -7.24161  0.013
C -2.96466 -4.15232 -7.43514  -0.033
H -1.38792 0.32202 -4.69602  0.098
H -2.73869 -0.64872 -4.09151  0.004
H -1.07022 -1.29176 -4.04145  0.096
H -3.98289 -4.24143 -7.05713  0.100
H -2.31251 -4.88174 -6.95507  0.095
H -2.97195 -4.34270 -8.50575  0.097
C 3.81879 -4.03000 4.24011  -0.038
O 3.92942 -3.23711 3.05778  0.009
C 2.76039 -2.84839 2.55180  -0.623
O 1.67544 -3.10420 2.99849  0.126
O 3.00507 -2.12147 1.45929  0.007
C 1.83023 -1.64054 0.81286  -0.044
H 4.82799 -4.28398 4.55598  0.096
H 3.33426 -3.46691 5.03760  0.098
H 3.27402 -4.95152 4.03627  0.100
H 1.26644 -0.98740 1.47790  0.065
H 1.20780 -2.46878 0.47516  0.100
H 2.14145 -1.06582 -0.05747  0.094
C 0.23072 -4.89301 -3.98327  -0.033
O 1.64991 -4.91786 -4.12626  0.015
C 2.28189 -4.02588 -3.36366  -0.621
O 1.76145 -3.24838 -2.60709  0.108
O 3.58992 -4.14505 -3.58512  0.015
C 4.39185 -3.24426 -2.82273  -0.033
H -0.18058 -5.65415 -4.64246  0.096
H -0.05646 -5.12823 -2.95851  0.102
H -0.16909 -3.92395 -4.28057  0.079
H 4.26485 -3.42454 -1.75496  0.097
H 4.14960 -2.21017 -3.06913  0.086
H 5.43149 -3.42842 -3.08306  0.099
C 4.56897 1.03711 -2.52486  -0.052
O 5.66230 0.85989 -3.42064  0.004
C 5.81076 1.85644 -4.29719  -0.624
O 5.12033 2.83507 -4.37343  0.127
O 6.85785 1.57196 -5.06981  0.008
C 7.13567 2.56035 -6.06187  -0.039
H 4.54197 0.17361 -1.86285  0.084
H 4.70554 1.93416 -1.92076  0.098
H 3.62679 1.08373 -3.07193  0.097
H 7.37361 3.51668 -5.59668  0.099
H 6.29423 2.66614 -6.74632  0.099
H 8.00234 2.22064 -6.62430  0.095

---

Formula: C4H8N2
Source: OMol25
Level of theory: the ωB97M-V functional and the def2-TZVPD basis

The calculation puts the orbital gap at 8.75 eV. The calculation puts the LUMO energy at 0.0374 hartree. The net charge is 0. The SMILES is C=CN(N)C=C. As for the molar mass: 84.12 Da.

Each line ends with the Löwdin charge.
Positions of all 14 atoms, in Å:
C -0.63619 1.28647 1.78654  -0.033
C 0.06558 1.32146 0.63315  -0.172
N 0.26554 0.23561 -0.30318  -0.199
N 1.05320 0.34059 -1.48339  0.067
C -0.19782 -1.12313 0.08789  -0.120
C -0.22672 -2.18460 -0.72421  0.021
H -0.83702 2.28489 2.25239  0.056
H -1.27712 0.42158 2.05510  0.047
H 0.43972 2.23605 0.30789  0.073
H 0.40590 0.55271 -2.17764  0.054
H 1.67927 1.13954 -1.39403  0.085
H -0.24227 -1.23393 1.12995  0.076
H -0.59375 -3.07339 -0.43485  0.003
H 0.10169 -2.20385 -1.73561  0.040

---

Formula: C15H18N4O4
Source: OMol25
Level of theory: the ωB97M-V functional and the def2-TZVPD basis

The calculation puts the orbital gap at 8.16 eV. The calculation puts the LUMO energy at 0.0221 hartree. The net charge is 0. The SMILES is NC(=O)C[C@H](N)C(=O)N[C@@H](Cc1c[nH]c2ccccc12)C(=O)O. As for the molar mass: 318.33 Da.

Each line ends with the Löwdin charge.
Positions of all 41 atoms, in Å:
N 5.66350 0.92323 1.04065  0.144
C 4.42415 1.04512 0.39431  -0.481
O 4.20747 0.41184 -0.62789  0.032
C 3.37045 1.96708 1.10143  -0.055
C 2.40383 2.59295 0.02440  -0.310
N 2.08430 3.91616 0.55403  0.038
C 1.18319 1.81470 -0.26467  -0.359
O 0.05318 2.13890 0.13023  0.066
N 1.45116 0.47228 -0.69692  0.129
C 0.60451 -0.63295 -0.40804  -0.192
C -0.74884 -0.66213 -1.29135  -0.056
C -1.95624 -1.34433 -0.67306  -0.174
C -2.43326 -2.64336 -0.65559  -0.080
N -3.73003 -2.74408 -0.28333  0.081
C -4.05630 -1.49227 0.25360  -0.177
C -5.15554 -1.06002 1.11687  -0.021
C -5.22504 0.27281 1.59476  -0.072
C -4.15668 1.18689 1.20701  -0.081
C -3.10895 0.74405 0.40788  -0.023
C -2.97331 -0.61746 0.02083  -0.147
C 1.26954 -1.90939 -0.91374  -0.482
O 2.35943 -2.12613 -1.31623  0.147
O 0.50936 -3.04504 -0.74027  0.071
H 6.40162 0.42422 0.61239  0.087
H 5.82034 1.61306 1.79961  0.108
H 3.83936 2.55349 1.89650  0.101
H 2.69552 1.32226 1.81625  0.164
H 3.17746 2.65982 -0.90359  0.186
H 2.82628 4.60047 0.53407  0.079
H 1.29880 4.35066 0.12273  0.063
H 2.29879 0.23991 -1.04377  0.047
H 0.27253 -0.94872 0.61055  0.177
H -0.42054 -1.28204 -2.19804  0.132
H -0.98692 0.44619 -1.61107  0.151
H -1.88764 -3.59776 -0.99356  0.142
H -4.33446 -3.48012 -0.52659  0.136
H -5.59183 -1.88674 1.58518  0.073
H -6.02632 0.55206 2.28036  0.088
H -4.06239 2.18551 1.49832  0.071
H -2.30652 1.45059 0.20650  0.087
H 1.01890 -3.78282 -1.04132  0.109